1.
3 unconnected molecules or ions with the total composition C6H14BrN2O2 in a non-equilibrium geometry, computed with ωB97M-V/def2-TZVPD.

Structure (XYZ):
```
25
Properties=species:S:1:pos:R:3
H -8.948 22.959 -13.117
C -8.107 23.296 -13.526
H -10.743 18.610 -10.711
H -5.255 20.047 -13.950
H -9.293 19.455 -6.230
O -6.839 21.675 -14.977
C -9.442 19.137 -8.462
C -5.457 20.515 -12.790
N -9.254 19.691 -9.674
H -10.551 20.236 -11.254
C -7.071 22.125 -13.828
C -8.720 19.823 -7.310
H -4.529 20.917 -12.386
H -9.157 19.306 -11.635
Br -7.414 22.502 -9.658
H -8.318 23.928 -14.299
H -6.732 21.928 -11.777
C -9.975 19.299 -10.928
H -9.069 20.874 -7.371
H -5.838 19.749 -12.231
H -8.750 20.654 -9.734
N -6.317 21.552 -12.774
O -10.206 18.166 -8.291
H -7.681 23.988 -12.871
H -7.532 19.611 -7.370
```

Computed properties:
HOMO level = -0.19495 Eh
Charge = -1
Energy relative to the best compared isomer or geometry (same formula, charge and spin) = 258.5 kJ/mol

---

2.
11 unconnected molecules or ions with the total composition C36H103N9O11 in a non-equilibrium geometry, computed with ωB97M-V/def2-TZVPD.

Structure (XYZ):
```
159
Properties=species:S:1:pos:R:3
C -1.288 -0.586 1.357
C 1.833 -6.292 3.814
H -1.580 -0.635 8.473
H 1.829 -0.754 7.783
C 4.280 -3.493 -2.855
H 2.117 6.242 -3.749
C -7.791 2.129 -0.688
H -1.241 3.415 -2.791
H 2.138 -2.213 -3.463
C -1.383 -1.395 7.716
C 4.889 1.750 -2.390
H 2.668 2.962 -1.641
C 4.805 -4.152 -4.136
H 4.368 -6.207 -3.545
H -2.864 0.928 1.452
H -3.755 -5.578 0.357
H 3.302 -3.914 -2.581
C -8.545 2.254 -2.909
H 2.368 -0.704 6.077
H -1.987 3.087 3.097
O 4.151 -2.084 -2.986
C -3.569 -2.924 -1.811
H 0.847 2.521 0.276
N 5.962 -3.434 -4.692
H -2.444 -4.206 -3.938
H 3.958 3.732 -1.333
H -1.482 3.060 4.511
H -9.109 3.165 -2.653
H -0.411 -2.662 5.350
H -0.208 5.634 2.853
H 5.016 1.926 -0.247
H 0.627 -1.302 4.891
H -6.003 2.578 -1.836
H 2.964 0.731 0.245
H -1.294 4.083 -4.813
H 1.241 -6.016 5.868
C -0.763 -0.809 6.447
C 0.136 -1.801 5.740
H 6.054 -5.675 -3.181
H 5.551 0.880 -2.503
H 0.769 -4.467 3.476
C -3.160 -4.299 -1.309
H -5.104 -4.664 -0.358
H -2.601 -0.875 5.450
H 0.133 4.832 -0.685
H -7.981 1.548 0.219
H -1.087 -0.458 3.428
H -2.662 -2.777 -4.955
C 5.998 2.988 -4.023
O 2.138 1.124 3.497
H 2.616 0.451 -1.427
H -0.840 2.670 0.933
N -0.190 4.642 2.664
H -3.225 -0.702 2.144
O 2.273 -4.693 2.107
H -1.253 5.279 0.294
H 2.377 -4.205 4.137
H 1.214 -3.095 1.414
H -2.310 -1.925 7.479
H -5.713 0.624 0.545
H 0.863 7.113 -4.130
O 1.156 -2.314 6.578
H 2.193 4.207 -3.263
H -4.630 -2.952 -2.114
C -2.755 -0.151 1.327
H 6.664 -3.269 -3.984
C -4.034 -4.648 -0.133
H -3.263 -5.028 -2.118
H -3.416 -2.159 -1.053
C 2.253 -3.360 1.665
H 2.992 1.360 3.122
H -1.161 -3.871 -1.546
C 2.125 -1.363 6.918
O -8.374 1.454 -1.773
O -0.577 -1.254 -0.776
H 3.795 -6.588 3.338
C -3.062 -3.317 -4.099
H -1.688 -3.782 -0.076
C 4.251 1.815 -1.023
H -0.923 0.742 -0.301
H -0.766 2.162 -1.698
C 0.222 2.886 1.093
N -0.604 -0.112 2.593
N -1.777 -0.288 5.514
O 0.796 2.933 -2.662
H -4.504 1.017 -0.804
H 2.642 -2.675 2.425
H 1.501 4.595 1.422
H 0.853 -7.627 5.219
C 0.250 -1.082 -1.903
C 0.442 4.333 1.363
C -0.662 4.962 -4.972
H -5.983 3.174 1.023
C 1.815 -4.830 3.426
H -1.115 7.674 -0.320
C -6.272 2.259 -0.828
N 1.279 6.205 -4.327
N 3.187 -6.792 4.131
N -5.846 3.378 0.038
H -5.872 0.173 -1.152
H 3.621 -6.200 4.841
O 5.521 2.973 -2.704
O 0.390 6.510 0.490
H -1.353 5.799 -5.084
C -0.569 2.560 -2.687
H -0.136 5.460 -2.939
H 3.029 -1.897 7.218
H 0.259 4.150 3.424
H 3.205 -1.786 -4.847
H 0.106 7.115 -1.487
C -0.155 5.210 0.309
H 2.830 -3.276 0.746
N -1.744 -4.395 -0.894
H -3.240 -0.427 0.391
H -0.912 0.862 2.713
H 0.329 -0.053 -2.278
H 5.574 -6.075 -4.775
H 4.078 1.584 -3.129
O -2.169 2.686 3.956
C -0.047 7.454 -0.451
H -0.093 -6.213 4.734
H 5.643 -2.556 -5.078
C 0.358 5.131 -3.858
H 0.535 0.059 0.405
H -0.210 4.763 -5.945
H 1.325 3.414 -4.618
H -1.198 -1.670 1.469
H 0.543 8.357 -0.313
C 0.911 -6.567 4.984
H 6.612 2.118 -4.289
H 1.563 -6.878 2.931
H 5.161 2.988 -4.737
H -0.790 1.898 -3.531
H -0.195 0.076 6.741
H 0.479 2.297 1.978
H 2.870 -0.624 -3.645
H -7.597 2.574 -3.353
H -4.104 -3.591 -4.294
H -9.146 1.693 -3.620
H 4.016 -4.126 -4.890
H -0.738 -2.133 8.201
H -3.982 -3.845 0.619
H -2.082 0.608 5.876
O -2.928 -2.446 -3.005
H 1.676 0.615 2.816
C 3.444 0.565 -0.719
N 3.368 3.016 -0.892
C 5.208 -5.586 -3.867
H -0.060 -1.723 -2.726
C -0.501 -0.177 0.122
H 4.066 -0.322 -0.847
H -8.241 3.120 -0.561
H 6.603 3.883 -4.146
H 1.260 -1.346 -1.558
C -5.542 0.977 -0.468
C 1.217 3.892 -3.635
C 3.054 -1.697 -3.761
H -4.873 3.646 -0.030
H 4.981 -3.668 -2.037
```

Computed properties:
HOMO level = -0.33578 Eh
Energy relative to the best compared isomer or geometry (same formula, charge and spin) = 0.0 kJ/mol
SMILES = COC[C@H](C)N.COC[C@H](C)N.COC[C@H](C)N.COC[C@H](C)N.COC[C@H](C)N.COC[C@H](C)N.COC[C@H](C)N.COC[C@H](C)N.COC[C@H](C)N.O.O

---

Sequential LUMO output: 3.4; 0.3 eV
Sequential Kohn-Sham gap output: 8.7; 9.5 eV
Sequential calculated total energy output: -3071.06862; -2753.66438 hartree